[1]
# C34H46CoN5OS

C34H46CoN5OS as an isolated structure in a non-equilibrium geometry (ωB97M-V/def2-TZVPD, OMol25).

Calculated values
**ΔE to the lowest compared entry with this formula, charge and spin**: 37.30 kcal/mol
**Kohn-Sham gap (spin up / spin down)**: 7.04 / 4.74 eV
**Spin multiplicity**: 5
**Total charge**: +2
**LUMO level (spin up / spin down)**: -6.047 / -8.329 eV
**Calculated total energy**: -3452.59977 Eh

```
88
Properties=species:S:1:pos:R:3:forces:R:3
Co 0.008125 0.110390 -0.114844 0.0 -0.2 0.2
C -2.186357 3.240400 -2.698455 0.0 0.2 -0.1
C -1.273245 3.887109 -1.686502 0.1 -0.4 0.2
C -0.963584 5.230996 -1.843074 0.0 0.1 -0.1
C -0.072870 5.865961 -1.000579 0.0 0.1 0.0
C 0.584129 5.134328 -0.026891 0.0 0.0 0.0
C 0.325087 3.785069 0.156307 -0.3 -0.3 0.0
C 1.130865 3.031268 1.171521 -0.2 0.0 0.0
C -0.676466 3.168770 -0.623717 0.0 0.9 -0.1
N -1.090141 1.821390 -0.438391 -0.2 -0.3 0.2
C -2.349501 1.555021 -0.336530 0.4 0.9 0.3
C -3.398382 2.550533 0.022093 -0.1 0.0 -0.1
C -2.746993 0.170112 -0.686480 -0.2 -1.0 -0.1
C -4.154183 -0.080897 -1.115005 -0.1 0.1 0.1
N -1.821483 -0.715428 -0.719227 0.1 0.8 0.0
C -2.040568 -1.986730 -1.321868 -0.2 -0.7 -0.2
C -2.126900 -2.068836 -2.718650 0.1 0.3 0.1
C -2.026223 -0.848245 -3.601045 0.0 -0.1 0.0
C -2.315478 -3.316173 -3.300290 0.0 -0.1 0.0
C -2.410171 -4.457640 -2.524465 0.0 0.0 -0.1
C -2.324794 -4.361006 -1.144513 0.0 0.0 0.0
C -2.147776 -3.133618 -0.522864 0.0 0.2 0.0
C -2.104543 -3.030883 0.975836 0.1 -0.1 -0.1
H -1.854470 3.506943 -3.701961 0.0 0.0 0.0
H -3.213082 3.598296 -2.597209 0.0 0.0 0.0
H -2.189014 2.155329 -2.626908 0.0 0.0 -0.1
H -1.434993 5.788824 -2.643061 0.0 0.0 0.0
H 0.142345 6.919235 -1.119342 0.0 0.0 0.0
H 1.324068 5.613967 0.601849 0.0 0.0 0.0
H 2.067561 3.551664 1.368166 0.0 -0.1 0.0
H 1.369520 2.028001 0.807482 0.1 -0.1 0.1
H 0.583942 2.922387 2.105966 0.0 -0.1 0.1
H -2.954370 3.498726 0.311117 0.0 0.0 0.0
H -3.988869 2.157237 0.852354 0.0 0.0 0.0
H -4.089859 2.725618 -0.805178 0.0 0.0 0.1
H -4.388774 0.514358 -2.001782 0.0 0.0 0.0
H -4.853269 0.221372 -0.333799 0.0 0.0 0.0
H -4.308631 -1.130805 -1.347258 0.0 0.0 0.0
H -3.014465 -0.556174 -3.963710 0.0 0.1 0.0
H -1.423288 -1.065836 -4.483695 0.0 0.0 0.0
H -1.585242 0.007117 -3.086224 0.0 0.0 -0.1
H -2.398851 -3.380580 -4.378685 0.0 0.0 0.0
H -2.556579 -5.420357 -2.995777 0.0 0.0 0.0
H -2.399309 -5.252868 -0.535089 0.0 0.0 0.0
H -2.085437 -4.024012 1.421307 0.0 0.0 0.0
H -2.978699 -2.496709 1.357144 0.0 0.0 0.0
H -1.217021 -2.479001 1.287932 0.0 0.0 0.1
C 4.244659 0.236496 0.284475 0.1 -0.3 -0.1
N 4.079978 -0.652419 1.413382 -0.1 0.4 0.6
C 5.198513 -1.535027 1.655363 0.0 -0.1 -0.3
C 2.748020 -1.171167 1.633782 0.2 0.1 -0.6
C 2.231608 -1.949523 0.438128 0.4 0.2 0.5
C 2.690515 -3.242678 0.220647 -0.3 -0.1 0.0
C 2.387281 -3.912638 -0.958922 0.1 0.1 0.1
C 1.628176 -3.280019 -1.951541 -0.3 0.1 0.0
C 1.155398 -2.005979 -1.733947 0.2 0.1 -0.5
C 1.346111 -1.366051 -0.494459 0.3 -0.8 -0.1
H 5.049360 0.945397 0.487925 0.0 0.0 0.0
H 3.318659 0.788634 0.108523 0.0 0.1 0.0
H 4.506026 -0.302579 -0.640435 -0.1 0.0 0.0
H 6.104115 -0.944270 1.797881 0.0 0.0 0.0
H 5.386211 -2.226503 0.817786 0.0 0.0 0.1
H 5.023025 -2.119712 2.558081 0.0 0.0 0.0
H 2.073371 -0.326149 1.814968 0.0 -0.2 0.0
H 2.760613 -1.804961 2.521756 0.0 0.0 0.0
H 3.307585 -3.715584 0.973897 0.0 0.0 0.0
H 2.775467 -4.909133 -1.126448 0.1 0.0 -0.1
H 1.419814 -3.768905 -2.894023 0.0 -0.1 0.1
H 0.590805 -1.535902 -2.529363 -0.1 0.0 -0.1
C 1.561466 0.623108 4.345190 0.1 0.3 0.0
N 0.510256 -0.353358 4.555883 -0.1 -0.1 0.0
C 0.367833 -1.090841 5.717388 0.0 -0.1 0.1
C -0.746346 -1.838427 5.589619 0.1 0.0 0.1
N -1.265007 -1.547665 4.347769 0.0 0.0 0.0
C -0.507238 -0.628129 3.718818 0.2 -0.1 0.0
S -0.925899 0.102259 2.234706 -0.2 0.5 -0.2
H 2.510973 0.216060 4.685147 0.0 -0.1 0.0
H 1.348845 1.535339 4.902747 -0.1 0.0 0.0
H 1.625565 0.863488 3.289607 0.0 0.0 0.1
H 1.070726 -1.018689 6.528639 0.0 0.0 0.0
H -1.196571 -2.535588 6.273043 0.0 0.0 -0.1
H -2.114996 -1.923234 3.962219 0.0 0.0 -0.1
C 2.014538 2.260038 -2.288080 0.1 0.2 -0.1
O 1.281441 1.066896 -1.941336 -0.1 -0.1 0.0
H 3.065107 2.028269 -2.465916 0.0 -0.1 0.0
H 1.940203 2.954132 -1.456756 0.0 -0.1 -0.1
H 1.589031 2.725621 -3.177752 0.0 0.0 0.0
H 1.473006 0.404773 -2.614398 0.0 0.0 0.0
```
Forces are in eV/Å.

[2]
# C34H46IrN5OS2Si2

C34H46IrN5OS2Si2 as an isolated structure in a non-equilibrium geometry (ωB97M-V/def2-TZVPD, OMol25).

Calculated values
**ΔE to the lowest compared entry with this formula, charge and spin**: 0.00 kcal/mol
**Kohn-Sham gap (spin up / spin down)**: 7.36 / 6.57 eV
**Spin multiplicity**: 2
**Total charge**: +1
**LUMO level (spin up / spin down)**: -2.720 / -3.554 eV
**Calculated total energy**: -3151.80503 Eh

```
91
Properties=species:S:1:pos:R:3:forces:R:3
Ir 0.371288 0.149559 1.063710 0.5 0.5 1.7
C -0.667195 3.154195 1.066402 0.0 0.1 0.2
N -1.042329 1.825778 1.606874 0.0 0.0 -0.3
C -1.026045 1.889707 3.090018 -0.2 0.1 0.3
C -1.244550 0.498837 3.651326 0.0 0.4 -0.2
N 0.043704 -0.169727 3.451283 0.0 -1.0 -0.7
C -0.021023 -1.617158 3.762486 -0.2 0.1 0.2
C 1.081751 0.480060 4.261923 0.2 -0.2 -0.1
C 0.876423 0.740504 5.613224 0.1 -0.1 0.0
C 1.889687 1.299652 6.373260 0.0 0.0 0.0
C 3.114281 1.593771 5.782741 0.0 0.0 0.0
C 3.313391 1.348152 4.436680 0.0 0.0 0.1
C 2.289445 0.802290 3.660790 -0.1 0.0 -0.2
S 2.532125 0.558084 1.936541 0.3 0.5 0.3
C -2.464050 1.549500 1.241731 -0.1 0.2 -0.1
C -3.445941 2.511850 1.485913 0.1 -0.1 -0.1
C -4.773162 2.238754 1.214620 0.0 -0.1 0.0
C -5.137019 0.991809 0.708522 0.0 0.0 0.0
C -4.173016 0.030648 0.487119 0.0 0.1 0.0
C -2.828664 0.309138 0.755337 0.1 0.0 0.0
S -1.606509 -0.890386 0.479034 -0.6 -0.2 -0.3
H -1.378502 3.915118 1.379860 0.0 0.0 0.0
H -0.649117 3.117692 -0.021252 -0.1 0.0 0.1
H 0.311446 3.434327 1.454186 -0.2 -0.1 0.0
H -1.764806 2.603036 3.462771 -0.1 0.0 -0.2
H -0.041264 2.251157 3.385095 -0.1 0.1 0.1
H -2.007898 -0.060326 3.111865 0.0 0.1 -0.1
H -1.565177 0.542643 4.694059 0.2 -0.1 0.1
H -0.434158 -1.775432 4.763280 0.0 0.0 0.0
H 0.980618 -2.032858 3.737873 0.0 0.0 0.0
H -0.651677 -2.114774 3.025299 0.0 0.0 0.0
H -0.061079 0.492400 6.093313 0.0 0.0 0.0
H 1.727280 1.490516 7.425413 0.0 0.0 0.0
H 3.911060 2.028108 6.371910 0.0 0.0 0.0
H 4.261232 1.582497 3.968225 0.0 0.0 0.0
H -3.188082 3.476520 1.900461 -0.1 0.0 0.0
H -5.524226 2.992692 1.406842 0.0 0.0 0.0
H -6.174770 0.772849 0.494350 0.0 0.0 0.0
H -4.441835 -0.946132 0.103907 0.0 0.0 0.0
C -1.194647 0.463781 -5.195686 0.1 0.0 -0.1
Si -1.486318 0.118364 -3.383475 0.0 0.0 0.1
C -2.582829 1.429518 -2.645615 0.0 0.2 0.0
C -2.353074 -1.525475 -3.267103 0.0 -0.1 0.0
C 0.170863 0.085203 -2.475406 0.1 -0.1 0.3
C 0.593473 1.317349 -1.809236 0.1 0.0 0.0
C 0.642014 2.461353 -2.616997 0.1 0.1 0.0
C 1.308372 3.596532 -2.210888 0.0 0.1 -0.1
C 1.899261 3.598126 -0.962273 0.1 -0.1 0.1
C 1.722481 2.498817 -0.152853 0.3 -0.1 -0.4
N 1.070563 1.378006 -0.529212 -0.7 -0.5 -0.7
Si 1.679793 -0.884904 -3.103469 0.0 0.2 -0.1
C 3.035668 -1.010643 -1.832267 0.1 0.0 0.2
C 1.271173 -2.559818 -3.795320 0.0 -0.1 0.0
C 2.332963 0.176855 -4.497040 0.1 0.1 -0.1
H -2.157172 0.614499 -5.691393 0.0 0.0 0.0
H -0.699823 -0.381528 -5.681476 0.0 0.0 0.0
H -0.584988 1.351101 -5.377558 0.0 0.0 0.0
H -3.510380 1.498977 -3.220673 0.0 0.0 0.0
H -2.124820 2.421660 -2.648160 0.0 0.0 0.0
H -2.847787 1.180669 -1.618104 0.0 0.0 0.0
H -3.282573 -1.484055 -3.841408 0.0 0.0 0.0
H -2.609527 -1.757700 -2.230697 0.0 0.0 0.0
H -1.743643 -2.326193 -3.691769 0.0 0.0 0.0
H 0.211704 2.407697 -3.607158 0.0 0.0 0.0
H 1.381685 4.455160 -2.866356 0.0 0.0 0.0
H 2.465452 4.442715 -0.596823 0.0 0.0 0.0
H 2.128160 2.479140 0.844281 0.0 0.1 0.0
H 2.793780 -1.673024 -1.000921 0.2 0.1 -0.2
H 3.295891 -0.035203 -1.412630 0.0 0.0 0.0
H 3.928409 -1.404990 -2.325450 0.0 0.0 0.0
H 1.088203 -3.306192 -3.024616 0.0 0.1 -0.2
H 2.133373 -2.899723 -4.376044 0.0 0.0 0.0
H 0.412397 -2.545924 -4.469587 0.0 0.0 0.0
H 2.582752 1.180951 -4.145083 0.0 0.0 0.0
H 1.622581 0.274454 -5.320007 0.0 0.0 0.0
H 3.247809 -0.270524 -4.895028 0.0 0.0 0.0
N -0.906573 -4.386175 -2.084771 -0.1 0.0 0.1
C 0.172002 -4.865527 -1.427817 -0.1 -0.1 0.2
O 0.600105 -5.988911 -1.589895 0.0 0.0 -0.1
C 0.843783 -3.953315 -0.425913 0.0 0.1 -0.1
C 1.806941 -4.533982 0.383396 0.0 -0.1 0.0
C 2.444009 -3.746314 1.314113 0.1 0.0 0.1
C 2.088789 -2.416941 1.432961 -0.2 0.0 -0.1
N 1.152270 -1.831832 0.663551 0.2 -0.2 0.0
C 0.568619 -2.606278 -0.277490 0.1 0.0 0.2
H -1.359211 -5.000975 -2.740477 0.0 0.0 0.0
H -1.306747 -3.481011 -1.918607 0.0 0.0 0.1
H 2.020317 -5.587869 0.262952 0.0 0.0 0.0
H 3.210210 -4.147227 1.962859 0.0 0.0 0.0
H 2.576123 -1.778744 2.146571 0.0 0.1 0.1
H -0.143505 -2.105000 -0.914938 0.0 0.0 -0.1
```
Forces are in eV/Å.

[3]
# C34H46N3O3PmS

C34H46N3O3PmS as an isolated structure in a non-equilibrium geometry (ωB97M-V/def2-TZVPD, OMol25).

Calculated values
**Kohn-Sham gap (spin up / spin down)**: 6.83 / 6.85 eV
**Spin multiplicity**: 5
**LUMO level (spin up / spin down)**: 0.307 / 0.308 eV
**Calculated total energy**: -2719.79885 Eh

```
88
Properties=species:S:1:pos:R:3:forces:R:3
Pm 0.632740 -0.705759 -0.715804 -1.0 -1.6 1.9
C 4.602027 -2.302809 0.636053 -0.3 0.0 -0.2
C 3.605735 -1.267613 0.143909 1.0 0.1 0.4
O 2.458888 -1.702550 -0.219765 1.5 -0.4 0.3
C 4.009275 0.060083 0.177000 0.0 -0.3 0.1
C 3.247698 1.189975 -0.207167 -0.4 0.2 -0.3
C 3.750683 2.561273 0.149803 -0.1 -0.2 -0.2
N 2.108343 1.031208 -0.843325 0.6 0.7 0.1
N 1.359525 2.181823 -1.113227 -0.1 0.3 0.0
C 0.155746 1.962135 -1.575788 0.8 0.8 0.1
O -0.381424 0.805451 -1.839849 -0.5 1.3 -1.1
C -0.681956 3.169319 -1.771197 -0.3 0.1 0.0
C -2.001692 3.028563 -2.194704 0.2 -0.2 0.0
C -2.811807 4.139728 -2.334493 -0.1 0.1 0.0
C -2.314697 5.401466 -2.052221 -0.1 0.0 0.0
C -1.004528 5.546670 -1.621564 0.0 0.1 0.0
C -0.192398 4.439941 -1.479443 0.0 -0.1 0.0
H 4.191208 -3.295922 0.480066 0.0 -0.1 0.0
H 4.791703 -2.162684 1.698108 0.0 0.0 0.1
H 5.548388 -2.215307 0.108293 0.1 0.0 0.0
H 4.990204 0.256643 0.584764 0.0 0.0 0.0
H 4.738997 2.516136 0.596495 0.0 0.0 0.0
H 3.054065 3.016309 0.852842 0.0 0.1 0.0
H 3.768040 3.185311 -0.739356 0.0 0.1 0.0
H -2.378093 2.036532 -2.397239 0.0 -0.1 0.0
H -3.837016 4.020968 -2.655708 -0.1 0.0 0.0
H -2.946050 6.270254 -2.167261 -0.1 0.1 0.0
H -0.615632 6.527269 -1.386564 0.0 0.1 0.0
H 0.825356 4.526594 -1.137946 0.1 0.1 0.1
C -3.937306 -4.393392 2.795104 0.0 0.0 0.0
C -3.057624 -3.799639 1.732941 0.0 -0.1 -0.1
C -2.904214 -4.457377 0.517777 0.1 0.1 0.0
C -2.103565 -3.895773 -0.468326 0.1 0.0 -0.1
C -1.913417 -4.561688 -1.802449 0.0 0.0 0.0
C -1.461327 -2.701764 -0.214682 0.3 0.4 -0.2
C -1.545269 -2.009261 1.028846 -0.2 -0.3 -0.2
C -2.403907 -2.606596 1.981893 0.2 0.2 0.0
N -0.792398 -0.887958 1.127516 0.0 0.4 0.5
C -0.735459 -0.028130 2.308911 0.1 -0.1 -0.3
C 0.260803 1.090918 1.928590 -0.2 -0.2 0.1
C 0.446692 2.091645 3.065897 0.3 0.2 -0.1
C 0.989088 1.363479 4.293408 -0.1 0.0 0.0
C -0.001492 0.275601 4.701967 0.1 -0.1 0.2
C -1.348890 0.915802 5.034244 0.0 0.0 -0.1
C -1.884479 1.644601 3.802415 -0.3 0.2 0.1
C -0.898330 2.735965 3.393102 0.0 -0.1 0.0
C -2.073362 0.654326 2.651885 0.2 0.0 0.0
C -0.171642 -0.728739 3.560998 -0.1 0.1 -0.1
H -4.393530 -5.316590 2.446013 -0.1 -0.1 0.0
H -4.729422 -3.696879 3.067281 -0.1 0.0 0.1
H -3.357192 -4.612636 3.690961 0.0 0.0 0.1
H -3.407575 -5.395426 0.341229 -0.1 -0.1 0.0
H -2.478191 -5.489141 -1.863536 0.0 0.0 0.0
H -0.858357 -4.788236 -1.961354 0.0 -0.1 -0.1
H -2.239437 -3.900267 -2.606287 0.0 0.0 -0.1
H -0.855771 -2.253320 -1.038481 -1.2 -1.1 0.3
H -2.561866 -2.140818 2.941866 0.0 0.1 0.1
H -0.122969 1.615655 1.040626 0.1 -0.1 0.1
H 1.233351 0.623293 1.683541 -0.1 0.1 0.1
H 1.155109 2.867167 2.753539 0.0 0.0 0.0
H 1.131839 2.071279 5.113775 0.0 0.0 0.0
H 1.957728 0.914536 4.060646 0.1 0.0 0.0
H 0.380650 -0.246335 5.587026 0.0 0.0 -0.1
H -1.228502 1.623362 5.859121 0.0 0.0 0.1
H -2.057355 0.146880 5.348459 -0.1 0.0 0.1
H -2.850044 2.104553 4.042646 0.0 0.0 0.0
H -0.777033 3.457656 4.205243 0.0 0.1 0.0
H -1.275741 3.270886 2.518253 0.0 0.1 0.0
H -2.438807 1.175601 1.763153 0.0 0.0 -0.1
H -2.820708 -0.087264 2.929927 -0.1 -0.1 0.0
H -0.834640 -1.530565 3.881325 0.0 -0.1 0.0
H 0.792721 -1.179188 3.305130 0.0 0.0 0.0
C 1.696763 -2.279711 -5.758159 0.0 0.1 0.1
C 0.256225 -2.250372 -5.289484 0.0 0.5 0.5
S -0.053704 -1.051335 -3.899663 -0.6 0.0 -2.6
O 0.889701 -1.548823 -2.854571 0.7 -0.6 0.5
C 0.704721 0.462744 -4.653940 -0.3 -0.1 0.4
C 2.134493 0.692612 -4.211938 0.1 -0.2 0.3
H 1.879135 -3.163897 -6.366668 0.0 -0.1 0.0
H 2.358216 -2.319099 -4.893432 0.1 0.0 0.0
H 1.943073 -1.408899 -6.361865 0.0 0.0 0.0
H -0.014206 -3.209603 -4.850986 -0.2 0.0 0.1
H -0.444458 -2.010381 -6.087187 -0.1 0.0 0.0
H 0.065050 1.268478 -4.298484 -0.1 0.0 0.0
H 0.601271 0.383922 -5.733245 -0.1 -0.1 -0.1
H 2.241800 0.464567 -3.145928 0.1 0.1 -0.3
H 2.403536 1.737763 -4.356146 0.0 0.0 0.0
H 2.836900 0.074805 -4.763151 0.1 -0.1 0.0
```
Forces are in eV/Å.